89
Properties=species:S:1:pos:R:3 method="wB97M-V/def2-TZVPD" max_force_ev_per_a=0.81 charge=-2 e_tot_ha=-6406.4619
Co 0.98568 -0.22961 1.21967
S -0.82961 0.35975 2.62951
C 0.01459 0.58297 4.12159
C -0.74608 0.59722 5.33910
N -1.37965 0.61092 6.30263
C 1.35852 0.77624 4.14132
S 2.28488 0.84793 2.67193
C 2.05338 0.98343 5.38040
N 2.62390 1.14161 6.37036
C 1.14661 -1.87765 -2.54379
C -0.29237 -2.25075 -2.71433
C -0.75713 -2.60720 -3.97826
C -2.07165 -2.98732 -4.19438
C -2.95025 -3.02649 -3.12442
C -2.50067 -2.67894 -1.85811
C -1.18389 -2.27470 -1.63037
P -0.59114 -1.85954 0.08141
C -2.13904 -2.06408 1.03844
C -2.28720 -3.14477 1.89924
C -3.40875 -3.26771 2.70811
C -4.40045 -2.30465 2.65000
C -4.26192 -1.22562 1.78905
C -3.14010 -1.07806 0.98239
C -3.02346 0.12679 0.09411
C 0.37448 -3.36695 0.44656
C 0.32610 -4.54247 -0.29352
C 1.23819 -5.56190 -0.05307
C 2.20264 -5.38446 0.93605
C 2.22726 -4.22740 1.69730
C 1.29638 -3.19961 1.49562
C 1.25246 -1.95606 2.28337
H 1.59726 -1.63038 -3.50585
H 1.70743 -2.70011 -2.09048
H 1.26239 -1.02019 -1.88258
H -0.06289 -2.56089 -4.81010
H -2.40626 -3.24438 -5.19297
H -3.98153 -3.32753 -3.26529
H -3.18811 -2.73031 -1.02497
H -1.50091 -3.88700 1.95478
H -3.49322 -4.10382 3.39155
H -5.27318 -2.37759 3.28829
H -5.02484 -0.45591 1.76036
H -3.82043 0.83976 0.30516
H -3.07666 -0.14305 -0.96460
H -2.07794 0.64797 0.25748
H -0.40366 -4.64953 -1.08869
H 1.21313 -6.46746 -0.64753
H 2.94190 -6.15824 1.11501
H 2.97225 -4.09801 2.47420
H 2.14803 -1.84850 2.89792
H 0.37737 -1.97279 2.94306
C -2.78766 4.82416 1.04926
C -1.82296 4.45115 1.97865
C -0.79504 3.59592 1.61099
C -0.68416 3.09788 0.30718
C -1.65834 3.49166 -0.60917
C -2.70258 4.33987 -0.24700
Ge 0.80775 1.82092 -0.08057
C 0.67737 1.72475 -2.08896
C 1.59566 2.31499 -2.96066
C 1.44571 2.24488 -4.34143
C 0.35256 1.59149 -4.89459
C -0.57958 1.00156 -4.05099
C -0.40436 1.06428 -2.67432
C 2.36008 3.08088 0.05161
C 2.19439 4.46599 0.01142
C 3.27814 5.33771 0.04906
C 4.56997 4.83855 0.12108
C 4.76134 3.46342 0.16291
C 3.67153 2.60303 0.13211
H -3.59939 5.48371 1.33670
H -1.88205 4.81169 2.99952
H -0.06700 3.29246 2.35627
H -1.61022 3.13878 -1.63377
H -3.44673 4.62289 -0.98481
H 2.45156 2.84299 -2.55320
H 2.18255 2.71078 -4.98781
H 0.22922 1.54040 -5.97100
H -1.43600 0.47821 -4.46135
H -1.13577 0.58259 -2.03636
H 1.19344 4.88041 -0.04846
H 3.10951 6.40937 0.02361
H 5.41880 5.51294 0.15581
H 5.76461 3.05708 0.23373
H 3.84947 1.53729 0.18611
C 2.58715 -0.72673 0.14841
H 3.46309 -0.58015 0.79058
H 2.76318 -0.17798 -0.78445
H 2.55293 -1.79277 -0.09875